(1)
The following is a DFT calculation (ωB97M-V/def2-TZVPD) of an isolated molecule of C23H29N3O3.

The geometry in XYZ format:
```
58
Properties=species:S:1:pos:R:3:forces:R:3:mulliken_charge:R:1
C 1.4634 2.6750 2.2357 -0.169 0.206 0.050 -0.283
C -3.1168 0.5137 -1.0403 -0.056 0.019 -0.046 -1.231
C -2.9544 -1.7981 -0.0233 -0.204 0.058 0.104 0.721
C 3.5371 -3.2174 -0.3725 0.064 0.113 0.040 -0.916
C -5.4531 -1.5046 1.1662 -0.102 -0.105 0.095 -0.760
C 4.1739 -2.6929 0.7463 -0.018 0.023 0.047 0.838
H -0.2329 1.3367 2.0830 -0.095 -0.016 0.004 0.491
H -5.1465 -3.4859 1.9156 -0.031 -0.063 0.050 0.386
N 0.8830 1.1554 -0.2958 -0.041 -0.057 0.418 0.290
H -3.0996 0.2022 -2.0927 -0.037 0.109 0.079 0.277
O -1.7284 -1.8677 -0.6357 -0.355 0.308 -0.054 -0.413
H 5.0381 -3.1598 2.6505 0.023 -0.037 0.083 0.373
H 1.4117 2.7338 3.3250 0.037 -0.091 0.003 0.416
C -1.4277 2.1095 -0.2449 0.392 -0.280 0.020 -0.263
H 2.6768 3.1852 -0.1863 0.110 0.003 -0.029 0.241
H 2.1894 1.8985 1.9828 0.091 -0.063 0.053 0.115
H -5.4624 0.4416 0.2791 -0.040 0.128 -0.024 0.376
C -3.4953 -2.8245 0.7394 0.331 -0.100 -0.125 -0.523
O 0.6586 1.4597 -2.5466 -0.179 0.236 -0.177 -0.698
H 1.1582 0.4830 0.4025 0.039 0.000 -0.061 0.489
C -4.7406 -2.6760 1.3280 -0.122 0.096 0.020 -0.646
C 1.9557 3.9406 0.1358 -0.214 0.152 0.103 -0.485
H 4.5837 -4.5737 1.6862 0.012 -0.075 0.062 0.372
H -0.7181 -3.2394 0.5522 -0.030 0.010 -0.044 0.429
H 1.8620 -0.5775 -2.7838 -0.055 0.183 0.110 0.307
C 4.9948 -3.5677 1.6434 0.077 0.010 -0.050 -1.451
C -0.9659 -3.0411 -0.4958 0.183 -0.246 0.025 -0.813
H 0.6070 3.5209 -1.5004 -0.084 0.071 0.058 0.458
H -0.0448 -2.8628 -1.0493 -0.043 -0.047 0.056 -0.055
H 4.5749 -0.8919 1.8275 0.047 0.044 0.093 0.405
C 2.7900 -2.4133 -1.2093 -0.051 0.133 -0.017 -0.579
C 0.5768 3.5954 -0.4134 0.151 -0.002 -0.093 -1.293
C 2.6536 -1.0494 -0.9501 0.180 -0.181 0.345 0.175
C 1.9279 4.0081 1.6592 0.252 -0.224 -0.099 -0.813
H 1.2396 4.7957 1.9721 -0.019 0.086 0.054 0.362
H 6.0148 -3.6379 1.2641 0.080 -0.061 0.052 0.290
H -1.4796 -3.9093 -0.9194 -0.006 0.031 0.030 0.425
H 2.3120 -2.8371 -2.0815 -0.099 -0.041 -0.067 0.469
H -2.9571 -3.7485 0.8807 0.077 -0.067 -0.006 0.424
H -6.4216 -1.3864 1.6267 -0.090 0.011 0.048 0.382
H -0.6418 3.0523 2.0089 -0.052 -0.046 -0.045 0.468
C 0.0870 2.3062 1.6885 0.225 -0.111 0.010 -1.550
N -1.7794 0.8780 -0.6372 0.031 -0.442 -0.140 0.161
H 2.2765 4.8995 -0.2743 0.058 -0.031 -0.062 0.408
C 0.0592 2.2663 0.1533 -0.412 0.458 -0.176 1.103
C 4.0629 -1.3290 0.9823 -0.041 -0.191 -0.024 -0.922
C 3.3240 -0.5120 0.1472 -0.023 0.061 -0.145 0.088
C -3.6741 -0.6050 -0.1964 0.129 0.018 -0.073 0.755
H 3.6276 -4.2716 -0.5914 0.001 -0.116 -0.021 0.379
N 1.8909 -0.2724 -1.8208 0.028 -0.131 -0.543 -0.052
H -3.7344 1.4089 -0.9431 0.026 -0.148 -0.069 0.558
C -4.9128 -0.4786 0.4080 0.144 -0.085 -0.058 -0.589
H 2.9201 4.2544 2.0438 -0.028 0.069 0.050 0.389
H 3.3031 0.5524 0.3243 -0.020 0.097 0.010 0.477
H -0.1439 4.3683 -0.1448 -0.014 -0.017 -0.002 0.493
H -1.0869 0.1540 -0.7376 -0.019 0.215 0.072 0.184
O -2.2082 3.0327 -0.1291 -0.221 0.400 0.053 -0.728
C 1.1137 0.8538 -1.5994 0.181 -0.274 -0.046 0.089
```
Forces are in eV/Å.

As for the charge: 0. The SMILES is COc1ccccc1CNC(=O)C1(NC(=O)Nc2ccc(C)cc2)CCCCC1. As for the energy relative to the best compared isomer or geometry (same formula, charge and spin): 108.48 kJ/mol. The calculation puts the highest occupied orbital energy at -8.55 eV. As for the max |F|: 0.6 eV/A. Its LUMO energy is 0.52 eV. As for the frontier orbital gap: 9.07 eV.

---

(2)
The following is a DFT calculation (ωB97M-V/def2-TZVPD) of an isolated ion of composition C6H11N and charge -1.

The geometry in XYZ format:
```
18
Properties=species:S:1:pos:R:3:forces:R:3:mulliken_charge:R:1
H 3.4358 -0.3038 0.1935 -0.137 0.126 0.319 0.363
N -1.6735 0.0845 -1.7691 -0.878 0.118 -0.071 -0.576
C -1.2359 -0.4274 2.0357 0.177 -0.146 0.966 -0.816
H 2.4653 -0.7721 -1.1058 -0.658 -0.177 0.072 0.261
H -1.2172 0.5986 2.3932 0.049 -0.142 0.361 0.283
H 2.1449 -1.4323 0.5476 -0.336 0.018 -0.158 0.382
H -2.1948 0.7364 -2.3532 0.143 0.019 0.071 0.258
H -1.4464 -1.2647 2.7148 -0.228 0.467 0.117 0.275
C 1.4776 0.6441 0.2779 -1.132 -0.430 -0.045 -0.613
C 0.0170 0.3019 -0.0041 -0.698 -1.216 -0.703 0.414
C -0.6706 -0.7231 0.8041 0.062 0.023 -1.150 -0.855
C 2.3824 -0.5447 -0.0363 1.349 0.270 -0.405 -1.228
H -2.3021 -0.2253 -1.0213 0.270 -0.169 -0.001 0.268
H 1.6294 0.8460 1.3371 -0.065 0.537 0.050 0.271
H -0.0850 1.4855 -1.7832 0.214 -0.294 -0.248 0.274
H -1.0617 -1.6392 0.3161 0.340 0.301 -0.155 0.413
C -0.5213 0.6708 -1.2081 0.978 0.400 0.681 -0.701
H 1.6906 1.4861 -0.3813 0.552 0.294 0.302 0.328
```
Forces are in eV/Å.

As for the charge: -1. As for the energy relative to the best compared isomer or geometry (same formula, charge and spin): 83.85 kJ/mol. The calculation puts the highest occupied orbital energy (spin up / spin down) at 0.95 / -2.65 eV. As for the max |F|: 1.6 eV/A. As for the spin multiplicity: 2. Its LUMO energy (spin up / spin down) is 4.27 / 4.17 eV. As for the frontier orbital gap (spin up / spin down): 3.32 / 6.82 eV.

---

(3)
The following is a DFT calculation (ωB97M-V/def2-TZVPD) of C3H4O3V as an isolated structure.

The geometry in XYZ format:
```
11
Properties=species:S:1:pos:R:3:forces:R:3:mulliken_charge:R:1
H -1.4516 -0.0707 -1.5820 -0.013 1.010 0.158 0.351
C 1.3447 0.4386 -0.0997 -3.709 -2.085 -1.914 0.905
H -1.3732 -0.4203 1.4271 0.356 1.440 0.689 0.222
C -1.0628 0.1809 -0.5928 -1.299 0.782 0.824 0.005
O 0.1469 0.8524 -0.6402 2.855 0.040 0.607 -0.223
O 2.1152 -0.0029 -0.9377 1.153 1.904 0.698 -0.762
V 2.8088 -1.6735 -1.4368 0.893 -1.512 -0.634 0.897
C -1.7512 0.1105 0.5528 -0.670 -1.414 -0.707 -0.657
H -2.8372 0.1895 0.4961 0.135 -1.050 -0.163 0.265
H 0.5741 0.1739 1.6515 2.132 0.696 -1.147 0.396
O 1.4864 0.2216 1.1617 -1.834 0.189 1.588 -0.399
```
Forces are in eV/Å.

As for the charge: +1. As for the energy relative to the best compared isomer or geometry (same formula, charge and spin): 280.80 kJ/mol. The calculation puts the highest occupied orbital energy (spin up / spin down) at -11.91 / -13.36 eV. As for the max |F|: 4.7 eV/A. As for the spin multiplicity: 5. Its LUMO energy (spin up / spin down) is -4.72 / -4.40 eV. As for the frontier orbital gap (spin up / spin down): 7.20 / 8.96 eV.